No. 1
An isolated ion of composition C13H15OS and charge +1 at a distorted geometry, computed with wB97M-V/def2-TZVPD.

Atoms and positions in Å:
C -2.375 -1.135 -0.851
H -0.577 -0.984 0.844
S -0.722 -0.421 -1.345
H 2.686 1.290 -2.282
H 0.157 3.113 0.562
H -3.083 -1.167 -1.670
O -0.776 0.743 -2.160
H 1.125 2.885 -1.606
H -0.223 1.892 2.713
C 0.266 -1.827 -2.127
C 2.530 -0.005 -0.602
H 1.329 -1.765 -2.095
H 1.658 -1.741 3.526
C 1.588 -0.518 0.307
H 0.084 -2.579 -1.387
H -2.085 -2.098 -0.254
C 0.007 1.062 0.882
C 0.141 -0.280 0.199
C 1.962 -1.266 1.467
H -2.731 -0.323 -0.257
C -0.128 0.904 2.231
C 0.326 2.183 0.086
C 1.168 2.070 -0.992
H 2.895 -1.826 1.436
H -0.031 -0.170 4.018
H 0.064 -2.129 -3.158
C 2.015 1.071 -1.415
H 3.415 -0.437 -1.002
C 0.326 -0.171 3.012
C 1.202 -1.201 2.630

**Total charge**: +1
**LUMO**: -3.63 eV
**Frontier orbital gap**: 7.924 eV
**HOMO energy**: -11.553 eV
**Energy relative to the best compared isomer or geometry (same formula, charge and spin)**: 2.568 eV

Löwdin charges, unit e, in atom order: -0.077 0.166 0.967 0.134 0.123 0.081 -0.302 0.096 0.142 -0.070 0.008 0.052 0.139 -0.227 0.059 0.125 -0.203 -0.368 -0.009 0.062 -0.040 -0.002 -0.104 0.129 0.106 0.093 -0.067 0.119 -0.056 -0.076

***

No. 2
C13H16AuNO4S3 as an isolated structure, computed with wB97M-V/def2-TZVPD.

Atoms and positions in Å:
S -0.299 -2.428 3.141
C 1.154 -3.325 -1.282
H 3.320 -1.969 2.034
C -1.124 2.723 -0.445
C -1.257 -3.516 2.017
H 2.893 -2.085 -1.486
H 1.542 -3.998 -2.048
H -0.801 -2.278 0.296
H 2.202 -0.741 2.642
O -1.251 7.058 -2.730
C 1.460 -2.768 2.706
H 0.417 -2.668 -1.742
O -0.802 1.752 1.695
H 1.925 -3.015 3.662
C 2.273 -1.659 2.059
H 2.971 -3.191 -0.104
N -0.870 5.969 -3.118
C 2.314 -2.539 -0.679
H -2.287 -3.294 2.296
H -1.679 6.066 -0.593
C -1.407 5.065 -0.895
H -0.243 3.449 -3.639
H 1.443 -3.660 2.087
H -1.036 -4.543 2.313
O -0.430 5.754 -4.233
Au -0.800 -0.319 2.334
C -0.961 4.842 -2.189
H -1.810 4.146 1.000
C -1.181 1.555 0.491
C -0.687 2.515 -1.749
S 0.282 -4.404 -0.106
C -1.049 -3.312 0.522
H -1.962 -3.576 -0.012
O -1.564 0.448 0.077
H -0.429 1.512 -2.060
C -1.477 3.998 -0.018
S 1.802 -1.139 0.384
C -0.592 3.578 -2.626

**Total charge**: 0
**LUMO**: -0.32 eV
**Frontier orbital gap**: 8.579 eV
**HOMO energy**: -8.900 eV

Löwdin charges, unit e, in atom order: 0.808 -0.536 0.080 -0.124 -0.510 0.067 0.069 0.021 0.061 0.074 -0.488 0.079 -0.147 0.075 -0.547 0.076 -0.353 -0.520 0.076 0.119 0.013 0.119 0.027 0.072 0.072 0.656 -0.146 0.123 -0.666 0.002 0.865 -0.518 0.077 -0.059 0.120 0.003 0.846 0.013

***

No. 3
One molecule with the formula C13H16BFN2O4 at a distorted geometry, computed with wB97M-V/def2-TZVPD.

Atoms and positions in Å:
C 1.164 -1.853 -0.999
H 0.944 2.888 -0.893
C 1.145 -3.148 -1.845
H -0.732 -3.863 0.637
F 1.692 0.596 -0.123
C -1.001 6.556 -0.618
H 2.224 -1.577 -0.762
B 1.143 -3.933 1.898
C -0.582 0.067 0.383
H -2.712 -0.007 0.634
N -1.358 4.183 -0.161
C -1.836 0.597 0.427
H 2.078 -3.220 -2.383
C -0.543 5.093 -0.787
O -1.011 -1.656 1.842
H 0.291 -5.039 -1.052
C 0.167 2.329 -0.375
H -1.091 6.887 0.409
H 1.900 -4.829 -0.453
H 0.438 -3.211 -2.661
H -1.905 6.620 -1.136
H -2.320 4.543 -0.066
C -2.071 1.940 0.317
N 0.441 -2.197 0.245
O 1.145 -2.973 2.947
C 0.334 -3.633 0.512
C -1.081 2.876 -0.062
H 2.206 -5.456 2.790
C 0.972 -4.276 -0.745
O 1.782 -5.090 1.995
H -3.055 2.367 0.357
C -0.375 -1.358 0.855
H -0.397 7.236 -1.246
C 0.405 1.031 0.036
H 0.835 -0.953 -1.511
H 0.382 -2.363 3.090
O 0.381 4.826 -1.498

**Total charge**: 0
**LUMO**: 0.56 eV
**Frontier orbital gap**: 9.105 eV
**HOMO energy**: -8.541 eV

Löwdin charges, unit e, in atom order: -0.114 0.119 -0.116 0.151 0.038 0.008 0.132 -0.576 -0.055 0.130 0.118 -0.038 0.094 -0.491 0.063 0.095 0.069 0.082 0.117 0.098 0.053 0.171 -0.015 -0.001 0.114 -0.127 -0.242 0.132 -0.103 0.201 0.105 -0.425 0.095 -0.176 0.114 0.092 0.090

***

No. 4
C13H16BN6OsS2 as an isolated structure at a distorted geometry, computed with wB97M-V/def2-TZVPD.

Atoms and positions in Å:
C 1.567 -3.434 -1.231
S 1.185 1.051 2.259
H 2.445 2.214 0.097
C -1.918 -1.319 -2.835
H 0.853 3.386 3.865
H 2.135 -4.870 0.350
H 1.796 -3.882 -2.184
C -1.463 1.324 2.668
H -2.631 2.329 4.169
C 2.994 1.617 -1.979
N 0.843 -1.879 0.139
Os 0.045 -0.089 0.650
C -0.189 1.930 2.699
H -4.096 -1.229 -2.455
C -2.699 2.056 3.113
C -3.083 -1.062 -2.134
H -0.865 3.762 3.632
H -3.240 -0.258 -0.061
H -1.764 -1.732 -3.817
C 2.301 1.602 -0.777
H 3.811 2.259 -2.255
H 2.642 0.254 -3.721
N -0.878 -0.969 -2.072
N 1.358 0.651 -0.807
C 2.417 0.609 -2.730
S -1.618 -0.287 2.190
H -2.824 2.974 2.537
C 1.732 -3.919 0.052
N 1.031 -2.210 -1.166
N -1.318 -0.511 -0.884
C 1.261 -2.904 0.878
H 0.831 -1.625 -3.385
C 0.021 3.344 3.161
H -3.582 1.439 2.977
H 1.207 -2.863 1.953
B 0.623 -1.222 -2.281
H 0.292 3.973 2.312
C -2.656 -0.563 -0.912
N 1.433 0.056 -2.013

**Total charge**: +1
**LUMO (spin up / spin down)**: -5.20 / -5.21 eV
**Frontier orbital gap (spin up / spin down)**: 6.150 / 6.136 eV
**HOMO energy (spin up / spin down)**: -11.345 / -11.348 eV

Löwdin charges, unit e, in atom order: -0.040 0.736 0.085 -0.034 0.090 0.108 0.135 -0.729 0.099 -0.024 -0.145 1.014 -0.732 0.109 -0.100 -0.022 0.077 0.087 0.136 -0.131 0.109 0.135 -0.022 -0.150 -0.036 0.736 0.099 -0.027 -0.002 -0.148 -0.102 0.130 -0.090 0.073 0.120 -0.489 0.096 -0.128 -0.023

***

No. 5
C13H16BeBr3F9NNaO9 as an isolated structure at a distorted geometry, computed with wB97M-V/def2-TZVPD.

Atoms and positions in Å:
H 1.321 4.723 1.825
O -0.392 -0.531 -1.479
F 4.586 3.004 -0.281
O -1.711 -3.410 -4.640
F 0.457 -2.944 -6.983
C -3.642 3.004 2.195
Na -3.636 2.425 -1.909
F -1.451 -3.811 -7.094
H 0.075 -0.536 6.566
F 4.306 2.636 -2.501
F 1.392 -1.599 0.929
Br -4.420 3.998 0.670
C -0.940 -2.452 -5.185
O -2.032 0.609 -2.024
H -0.353 4.215 1.761
C 1.699 -0.727 1.814
N -1.290 0.256 -1.145
C 0.732 3.352 0.242
H -3.150 -3.719 -3.196
C -0.774 -2.722 -6.657
Br -5.101 2.051 3.215
C -2.263 -3.100 -3.334
H 0.437 4.179 -0.404
O 2.062 3.138 -0.098
Be 0.285 0.891 -3.777
H -1.803 -3.690 -1.319
H -3.021 2.201 1.798
C 0.866 -2.163 5.252
C 2.443 2.342 -1.089
C -1.319 -3.702 -2.295
O 3.085 -1.828 3.456
C 3.944 2.268 -1.240
C 0.917 -1.227 6.564
H -1.100 -4.761 -2.437
H 0.015 2.532 0.199
H -0.017 -2.790 5.373
H 0.765 -1.803 7.477
F 4.326 1.022 -1.068
O 0.884 -1.373 4.133
O 1.754 1.569 -1.845
F -1.208 -1.602 -7.298
C 1.968 -1.353 3.224
F 0.701 0.099 1.833
H 1.861 -0.683 6.516
H 0.913 2.977 2.236
C 0.673 3.865 1.650
O -0.347 -1.561 -4.484
H -2.500 -2.078 -3.037
H -0.335 -3.238 -2.225
O -1.392 0.661 0.013
F 2.776 -0.055 1.398
Br -2.758 4.292 3.404
H 1.711 -2.849 5.300

**Total charge**: +1
**LUMO (spin up / spin down)**: -3.97 / -5.70 eV
**2S+1**: 2
**Frontier orbital gap (spin up / spin down)**: 8.251 / 6.934 eV
**HOMO energy (spin up / spin down)**: -12.223 / -12.637 eV

Löwdin charges, unit e, in atom order: 0.097 -0.030 0.154 0.052 0.225 -1.445 0.635 0.169 0.064 0.156 0.229 0.576 -0.276 -0.115 0.032 -0.640 -0.630 -0.237 0.127 -0.557 0.546 -0.167 0.137 0.072 0.911 0.085 -0.033 -0.238 -0.274 -0.070 0.143 -0.521 -0.038 0.083 0.107 0.118 0.070 0.199 -0.009 -0.010 0.152 -0.231 0.183 0.072 0.091 -0.046 0.000 0.116 0.072 0.005 0.169 0.603 0.117

***

No. 6
C13H16BrN4O2OsSe4 as an isolated structure, computed with wB97M-V/def2-TZVPD.

Atoms and positions in Å:
N -2.564 0.224 1.524
H 0.708 2.046 -6.147
H -0.697 2.847 -4.284
N -0.273 -0.640 1.551
C -2.938 -0.763 2.545
H -3.821 -0.639 0.089
C 2.620 1.032 -3.554
H -1.023 1.005 2.676
C -2.769 -0.382 0.200
C 1.026 1.878 -5.127
H 2.861 0.908 -5.675
N -2.127 -1.983 2.422
Se 5.269 0.214 3.536
N -1.962 -1.599 0.047
H -0.289 -0.547 -0.579
Se 3.804 -0.892 4.876
C 2.228 1.240 -4.863
H 0.044 -2.157 0.089
C 1.816 1.439 -2.488
C -0.570 -1.262 0.184
H -0.889 1.302 0.923
H 3.557 0.541 -3.328
Br -0.483 2.865 -1.429
H -0.604 -1.212 3.573
O 3.542 1.146 -0.919
H -3.986 -1.023 2.413
C -0.741 -1.648 2.588
Se 4.128 0.654 1.461
Se 1.759 -0.168 4.034
C 0.619 2.102 -2.774
H -3.393 -2.813 0.974
H -1.745 -3.463 0.985
H -2.495 0.332 -0.576
Os 1.800 0.081 1.664
O 1.466 0.748 -0.214
C -1.178 0.579 1.685
C 2.338 1.114 -1.127
C -2.342 -2.557 1.089
H -0.121 -2.539 2.503
C 0.227 2.322 -4.083
H -2.803 -0.336 3.539

**Total charge**: +1
**LUMO (spin up / spin down)**: -3.86 / -6.43 eV
**2S+1**: 5
**Frontier orbital gap (spin up / spin down)**: 7.749 / 5.354 eV
**HOMO energy (spin up / spin down)**: -11.604 / -11.787 eV
**Energy relative to the best compared isomer or geometry (same formula, charge and spin)**: 0.000 eV

Löwdin charges, unit e, in atom order: -0.074 0.116 0.103 -0.251 -0.138 0.136 -0.006 0.124 -0.134 -0.053 0.115 -0.080 0.185 -0.078 0.107 0.158 -0.053 0.136 -0.162 -0.158 0.066 0.126 0.840 0.052 -0.096 0.135 -0.227 0.317 0.128 -0.585 0.135 0.134 0.119 0.941 -0.322 -0.180 -0.579 -0.143 0.131 -0.120 0.135